Entry 1:
9
Properties=species:S:1:pos:R:3:forces:R:3 method="wB97M-V/def2-TZVPD" gap_ev=11.77 e_above_lowest_kj_mol=212.8 spin_multiplicity=1 charge=0
O 0.847734 1.385733 0.575269 0.215 -0.109 -0.015
N -0.365679 -0.400003 1.459283 0.000 -0.767 0.825
C -0.245766 0.546543 0.384439 -0.206 -0.010 -0.099
C -0.381533 -1.206437 2.314536 -0.028 0.772 -0.764
C -0.192170 -0.198208 -0.888310 0.047 -0.250 -0.488
C -0.121526 -0.809589 -1.920302 -0.041 0.239 0.412
H -0.065560 -1.362945 -2.832439 -0.007 0.113 0.146
H 1.650353 0.849497 0.501377 -0.060 0.145 -0.006
H -1.125853 1.195409 0.406147 0.079 -0.132 -0.010


Entry 2:
83
Properties=species:S:1:pos:R:3:forces:R:3 method="wB97M-V/def2-TZVPD" gap_ev=8.27 spin_multiplicity=1 charge=0
I 1.602023 -1.112041 1.869739 0.354 0.193 -0.540
S -0.675062 -2.507046 -0.285607 -0.081 -1.135 -0.810
S -0.513550 -1.517100 4.148289 -0.791 -0.548 0.811
Si 1.243931 -5.444037 -3.046716 0.088 -0.939 0.054
O 1.823215 4.289707 1.583670 -0.391 -0.485 -0.546
O 0.274950 -4.079853 -3.037247 0.586 -0.158 -0.012
O -2.091630 2.571278 -2.868933 -0.058 1.073 -0.301
O 3.825320 4.673677 0.685835 1.574 -0.285 0.017
O 0.260559 -3.544967 -0.009211 0.379 0.311 0.548
O -1.191581 -1.800200 1.068677 0.275 0.243 -0.477
O -1.868732 -2.909519 -0.958434 -0.377 0.546 0.109
N -0.619065 1.204427 -1.853807 0.351 -1.184 -0.243
C 0.691160 1.471899 -2.452081 -0.320 0.965 -0.053
C 0.189163 -6.974147 -3.314460 0.358 0.513 0.042
C 1.285913 0.175354 5.525425 -0.120 -0.020 0.474
C -2.779123 4.798219 2.945206 0.136 -0.487 -0.492
C -2.409742 2.376633 1.514784 -0.130 0.787 0.347
C 2.049374 2.927497 2.007722 -0.369 0.065 0.660
C 0.063066 -1.680800 -2.689333 0.442 -0.200 -0.614
C -1.700256 1.448102 -2.755160 0.079 -0.082 0.263
C 2.191266 -5.680069 -1.447945 -0.040 0.321 -0.021
C -3.133152 3.575165 3.514017 0.156 0.152 -0.348
C 0.109993 -1.184834 -1.249518 -0.523 0.258 0.146
C -0.726883 0.565923 0.543959 -0.661 0.112 -0.500
C -2.347159 0.357571 -3.565044 -0.585 -0.004 0.338
C -2.195422 1.130917 0.694908 0.136 0.266 0.250
C 0.709175 2.201663 2.067931 0.439 0.545 0.004
C -0.128114 -0.414087 5.538297 0.274 0.554 -0.479
C -1.173248 -0.380198 2.909980 0.929 -0.418 -0.039
C -0.748449 0.063968 -0.955983 -0.154 -0.412 -0.010
C -2.273432 4.814879 1.642861 -0.067 -0.568 0.294
C -0.543081 -0.616566 1.519388 0.458 0.078 0.818
C -2.953367 2.385730 2.805248 0.174 0.148 -0.253
C 1.918447 5.184461 -0.624323 -0.065 0.140 0.067
C 2.647983 4.700721 0.582690 -0.959 0.343 0.226
C -2.102293 3.622304 0.943306 -0.101 0.007 0.316
C 0.343412 1.649697 0.691299 0.096 -0.028 0.278
C 2.507091 -5.387353 -4.440812 -0.458 0.437 0.342
C 0.997607 -2.867469 -2.979134 -0.377 0.511 0.130
H 2.529419 -4.759951 -0.977225 -0.004 0.161 0.007
H -3.291640 0.756543 -3.913988 -0.097 0.121 -0.151
H 2.000135 -5.328214 -5.401254 0.054 0.052 -0.181
H -0.964737 0.619103 3.261715 -0.150 0.256 -0.130
H -2.585446 -0.513818 -2.967620 0.205 -0.334 -0.048
H 1.502522 -2.682091 -3.926743 0.019 -0.055 -0.200
H -0.850126 -6.811784 -3.049712 -0.174 -0.096 -0.004
H 2.005383 -0.459677 5.023764 0.050 -0.085 -0.184
H 3.143895 -4.515275 -4.310546 0.218 0.090 -0.175
H -0.302233 -0.948967 6.463451 -0.136 -0.335 -0.025
H 0.875691 2.544688 -2.441060 0.074 0.147 0.071
H 1.493919 1.009068 -1.895128 0.041 -0.260 0.049
H -3.556929 3.554015 4.506898 -0.026 -0.071 0.095
H -2.895427 5.727931 3.478398 -0.082 0.044 0.165
H 1.222159 4.412975 -0.938747 -0.095 -0.063 -0.185
H 1.629077 0.293662 6.551258 0.057 0.062 0.138
H 0.733455 1.183184 -3.501035 0.124 -0.271 -0.105
H -2.537628 1.395166 -0.299750 0.056 0.082 -0.184
H -1.760998 -0.312125 -1.092606 -0.164 0.010 -0.017
H -0.935813 -1.940475 -3.009003 -0.250 -0.174 0.107
H 3.080435 -6.275367 -1.645510 0.078 -0.180 -0.062
H -2.862357 0.334622 1.012861 -0.051 -0.159 0.102
H 2.647747 5.417399 -1.387806 -0.020 0.026 -0.232
H 0.064366 2.492279 0.070454 -0.167 0.092 -0.137
H 1.256156 1.260326 0.245466 0.157 -0.141 0.023
H -1.705847 3.658765 -0.061811 -0.066 -0.021 -0.172
H 0.610624 -7.757553 -2.689234 -0.090 -0.162 0.140
H 2.735335 2.425369 1.333408 0.256 0.031 -0.082
H -3.235187 1.447829 3.261434 -0.097 -0.045 0.094
H 1.586233 -6.199753 -0.711112 -0.124 -0.067 0.106
H 1.771198 -2.871118 -2.205625 0.121 -0.273 0.088
H -2.235606 -0.552574 2.813389 -0.216 0.086 -0.020
H 0.388747 -0.895196 -3.363068 0.014 0.389 0.187
H 2.478076 2.944264 3.005010 0.260 0.095 0.077
H -2.001611 5.747446 1.175956 0.011 0.145 -0.067
H 1.334650 6.068777 -0.388966 -0.108 0.124 0.082
H -0.841047 0.404756 5.497929 -0.255 -0.003 0.181
H 0.007768 2.954158 2.418058 -0.339 -0.079 0.027
H 1.145830 -1.065784 -0.953250 0.073 -0.152 0.329
H 0.809543 1.466300 2.856438 -0.049 -0.316 -0.091
H 1.292917 1.170789 5.093122 0.107 0.056 -0.301
H -1.761378 0.089714 -4.437828 0.301 -0.149 0.042
H 0.284061 -7.305963 -4.344251 -0.237 -0.024 -0.182
H 3.134366 -6.272947 -4.425618 0.063 -0.167 0.031


Entry 3:
18
Properties=species:S:1:pos:R:3:forces:R:3 method="wB97M-V/def2-TZVPD" gap_ev=10.67 e_above_lowest_kj_mol=199.1 smiles="C=CC.C=O.C" spin_multiplicity=1 charge=0
O 2.456432 1.005489 0.416697 -0.186 0.477 -0.218
C -1.893834 -0.925910 0.381920 -0.026 -0.042 0.057
C 1.754509 1.825023 -0.115667 0.275 -0.168 0.161
C -1.077524 1.416004 0.038965 -0.178 -0.115 -0.085
C 1.336871 -1.660029 -0.058785 0.003 -0.072 -0.002
C -1.394178 0.219791 -0.449673 -0.093 0.240 0.056
H -1.556836 -0.843355 1.420579 -0.067 0.015 -0.157
H 0.673257 -0.819940 -0.262927 0.189 -0.224 0.004
H 1.691591 -1.569430 0.970302 -0.021 -0.066 -0.154
H 1.491253 1.777742 -1.191269 0.129 -0.062 0.106
H 0.796092 -2.602214 -0.189533 0.141 0.124 0.002
H 1.327875 2.683694 0.438932 0.102 -0.079 -0.015
H -1.574877 -1.896978 -0.008858 -0.026 0.199 0.043
H -1.327372 0.052709 -1.525849 -0.125 0.079 0.148
H -0.817025 2.243113 -0.615222 -0.026 -0.125 0.070
H -1.086675 1.615448 1.109210 -0.087 -0.028 -0.146
H 2.190046 -1.608719 -0.738259 -0.102 -0.074 0.118
H -2.989612 -0.912437 0.379437 0.099 -0.078 0.012


Entry 4:
10
Properties=species:S:1:pos:R:3:forces:R:3 method="wB97M-V/def2-TZVPD" gap_ev=9.19 e_above_lowest_kj_mol=113.1 spin_multiplicity=1 charge=+1
S 0.302921 2.820538 -2.628609 -0.418 -0.074 0.519
N 0.626827 0.662362 -0.502793 -0.962 2.043 -0.978
N 0.370344 -1.337357 0.645840 0.213 -0.423 0.085
C 0.025275 -0.101745 0.327924 -0.125 -0.204 0.236
C -0.313167 2.339342 -1.324009 1.722 -1.362 -0.193
H -0.848195 0.292184 0.838596 -0.063 -0.043 0.017
H 1.430247 0.337531 -1.024059 0.095 -0.120 -0.040
H -0.129167 -1.864902 1.342978 -0.028 0.095 -0.016
H 1.172806 -1.780082 0.220157 -0.096 0.029 0.079
H -1.020502 2.450657 -0.534582 -0.337 0.058 0.289